{
  "formula": "C25H34NO2SiV",
  "method": "wB97M-V/def2-TZVPD",
  "symbols": ["C", "C", "C", "H", "C", "C", "H", "C", "C", "C", "H", "C", "C", "H", "H", "H", "H", "H", "H", "V", "C", "C", "C", "H", "H", "H", "H", "H", "H", "C", "C", "H", "H", "O", "N", "C", "H", "C", "C", "H", "C", "H", "C", "H", "C", "H", "C", "H", "H", "H", "C", "Si", "C", "C", "O", "H", "H", "H", "H", "H", "H", "H", "H", "H"],
  "coordinates": [[-0.262, -2.786, 0.798], [-1.151, -1.809, 1.358], [-1.861, -1.209, 0.301], [-1.252, -1.705, 2.442], [-1.378, -1.713, -0.919], [-0.389, -2.683, -0.654], [-1.740, -1.521, -1.925], [2.594, -0.440, 1.218], [1.511, -0.416, 2.180], [0.815, 0.797, 1.986], [1.308, -1.167, 2.941], [1.399, 1.506, 0.897], [2.441, 0.706, 0.387], [-2.739, -0.580, 0.442], [0.163, -3.230, -1.427], [0.302, -3.507, 1.410], [3.104, 0.945, -0.450], [0.045, 1.211, 2.645], [3.558, -0.951, 1.319], [0.656, -0.910, 0.211], [1.156, 2.940, 0.454], [2.450, 3.761, 0.573], [0.052, 3.585, 1.289], [2.900, 3.640, 1.560], [2.257, 4.829, 0.433], [3.197, 3.464, -0.168], [0.425, 3.787, 2.296], [-0.826, 2.938, 1.377], [-0.264, 4.534, 0.847], [0.743, 2.886, -1.043], [-0.561, 2.173, -1.289], [1.518, 2.363, -1.631], [0.666, 3.902, -1.457], [-0.740, 0.975, -0.901], [-1.511, 2.809, -1.968], [-2.610, 2.110, -2.667], [-1.420, 3.812, -2.106], [-3.698, 1.715, -1.727], [-4.382, 0.512, -1.897], [-4.094, -0.128, -2.733], [-5.411, 0.158, -1.020], [-5.947, -0.787, -1.154], [-5.760, 1.024, 0.026], [-6.567, 0.754, 0.710], [-5.078, 2.235, 0.186], [-5.342, 2.922, 0.990], [-4.057, 2.580, -0.698], [-3.529, 3.526, -0.606], [-2.203, 1.253, -3.204], [-2.986, 2.812, -3.414], [3.258, -3.694, 2.058], [2.846, -3.408, 0.198], [4.409, -3.077, -0.774], [2.064, -5.037, -0.362], [2.048, -2.053, -0.260], [3.960, -4.545, 2.116], [2.391, -3.951, 2.697], [3.759, -2.826, 2.523], [5.092, -3.930, -0.718], [4.050, -2.883, -1.800], [4.860, -2.140, -0.410], [1.148, -5.313, 0.189], [1.800, -4.932, -1.428], [2.815, -5.836, -0.244]],
  "mulliken_charge": [-0.125, -1.431, 0.307, 0.399, -0.431, -1.044, 0.467, -0.735, -1.124, -0.652, 0.462, 1.075, -1.407, 0.290, 0.151, 0.475, 0.352, 0.342, 0.700, 1.064, 2.603, -2.022, -2.366, 0.416, 0.503, 0.328, 0.487, 0.323, 0.390, -1.141, 0.007, 0.326, 0.323, -0.045, 0.014, -1.331, 0.330, 0.884, -0.243, 0.303, -0.618, 0.333, -0.398, 0.353, -0.638, 0.372, -0.201, 0.314, 0.343, 0.436, -1.115, 0.641, -1.189, -1.147, -0.486, 0.419, 0.289, 0.340, 0.330, 0.205, 0.238, 0.311, 0.253, 0.393],
  "homo_energy_ev": [-1.098, -2.969],
  "charge": -1,
  "energy_ev": -65628.3493,
  "orbital_gap_ha": [0.13249, 0.20073],
  "s2": 3.76,
  "spin_multiplicity": 4
}

{
  "formula": "C6H12N2",
  "method": "wB97M-V/def2-TZVPD",
  "symbols": ["C", "C", "C", "C", "C", "C", "N", "N", "H", "H", "H", "H", "H", "H", "H", "H", "H", "H", "H", "H"],
  "coordinates": [[3.055, 0.601, -0.304], [0.736, 0.165, -0.271], [-3.324, 1.021, 0.319], [-3.471, -1.309, -0.868], [-3.227, -0.254, -0.125], [2.270, -0.995, 1.211], [0.361, 1.016, -1.188], [2.030, -0.117, 0.133], [4.050, 0.608, 0.264], [2.943, 1.113, -1.222], [-3.514, 1.721, -0.431], [-3.213, 1.181, 1.393], [-2.970, -1.494, -1.809], [-4.205, -2.080, -0.527], [0.100, -0.446, 0.425], [1.595, -1.803, 1.413], [2.277, -0.397, 2.151], [3.312, -1.339, 1.098], [-0.615, 0.817, -1.489], [0.852, 1.540, -1.919]],
  "mulliken_charge": [-0.393, 0.244, -0.350, -0.325, 0.382, -0.864, -0.335, 0.019, 0.299, 0.252, 0.355, 0.318, 0.303, 0.307, 0.264, 0.322, 0.438, 0.294, 0.208, 0.263],
  "homo_energy_ev": [-15.073, -18.601],
  "charge": 2,
  "relative_energy_kcal_mol": 17.3,
  "energy_ev": -9373.5947,
  "orbital_gap_ha": [0.21668, 0.25019],
  "s2": 2.04,
  "spin_multiplicity": 3
}

{
  "formula": "C4H4ClNS",
  "method": "wB97M-V/def2-TZVPD",
  "symbols": ["C", "C", "C", "C", "N", "S", "Cl", "H", "H", "H", "H"],
  "coordinates": [[-0.178, 1.655, 0.229], [2.500, 0.580, -0.146], [0.404, 0.443, 0.354], [-1.796, -1.151, -0.252], [-0.752, 2.680, 0.264], [-0.080, -1.095, 0.204], [3.306, -0.868, -0.318], [2.880, 1.258, 0.623], [-1.930, -0.707, -1.284], [-2.529, -0.585, 0.282], [-1.825, -2.210, 0.042]],
  "mulliken_charge": [0.453, -0.210, -0.113, -0.859, -0.425, -0.022, -0.076, 0.304, 0.293, 0.359, 0.295],
  "homo_energy_ev": [-7.888, -9.028],
  "relative_energy_kcal_mol": 137.2,
  "energy_ev": -29054.3533,
  "orbital_gap_ha": [0.24711, 0.29142],
  "spin_multiplicity": 1
}

{
  "formula": "C11H10BrNOV",
  "method": "wB97M-V/def2-TZVPD",
  "symbols": ["C", "C", "C", "H", "C", "C", "H", "H", "H", "H", "V", "Br", "C", "C", "C", "H", "C", "C", "H", "H", "H", "H", "O", "C", "N"],
  "coordinates": [[0.416, 0.596, -2.069], [1.128, 1.871, -1.969], [2.405, 1.583, -1.340], [0.704, 2.851, -2.257], [2.410, 0.176, -1.053], [1.232, -0.427, -1.560], [0.972, -1.475, -1.597], [-0.559, 0.409, -2.528], [3.196, 2.346, -1.075], [3.178, -0.382, -0.571], [0.816, 1.136, -0.100], [-0.794, 3.054, 0.869], [-2.008, -1.453, 1.949], [-1.439, -2.287, 0.905], [-1.903, -1.793, -0.371], [-0.567, -2.969, 1.039], [-2.709, -0.616, -0.108], [-2.818, -0.443, 1.311], [-3.180, 0.494, 1.807], [-1.623, -1.414, 2.999], [-1.617, -2.160, -1.346], [-3.054, 0.082, -0.863], [2.381, 0.270, 3.763], [1.972, 0.221, 2.633], [1.459, 0.330, 1.531]],
  "mulliken_charge": [-0.446, -0.655, -0.122, 0.407, -0.825, -0.088, 0.402, 0.432, 0.272, 0.443, 0.707, -0.799, -0.329, -0.566, -0.814, 0.289, -0.645, -0.436, 0.313, 0.353, 0.538, 0.382, -0.691, 0.505, -0.627],
  "homo_energy_ev": [0.104, 0.101],
  "charge": -2,
  "relative_energy_kcal_mol": 0.0,
  "energy_ev": -110836.7871,
  "orbital_gap_ha": [0.19006, 0.18879],
  "s2": 3.76,
  "spin_multiplicity": 4
}